(1)
A molecular structure, C65H91N4O5Sc at a distorted geometry. Source: the OMol25 dataset; level of theory: ωB97M-V/def2-TZVPD.

```
166
C65H91N4O5Sc ωB97M-V/def2-TZVPD
Sc 0.2870 -0.9486 0.2820
C -0.8441 -6.2708 -5.7944
C -1.6640 -5.8754 -4.5570
C -3.0418 -5.4041 -5.0253
C -1.8511 -7.1116 -3.6615
C -0.9373 -4.8035 -3.7533
C -1.5016 -3.5958 -3.3938
C -0.8498 -2.7073 -2.5447
C -1.6604 -1.4803 -2.1979
N -0.9900 -0.2599 -1.7002
C -2.0705 0.7228 -1.4657
C -2.4336 0.8228 0.0094
N -1.2446 1.0009 0.8409
C -0.6564 2.3361 0.6712
C 0.3058 2.3928 -0.5122
N 1.1170 1.1659 -0.5090
C 1.3648 0.6990 -1.8824
C 0.0698 0.2328 -2.6070
C 2.3611 1.5139 0.2185
C 3.1642 0.3984 0.8593
C 4.6954 0.7790 1.0719
C 5.2714 -0.1605 2.2289
C 4.4604 -0.1431 3.4636
C 3.1340 -0.2464 3.4511
C 2.5804 -0.4184 2.0828
O 1.2589 -0.5895 1.9073
C 2.3699 -0.3466 4.7757
C 2.4873 -1.7938 5.2805
C 3.0096 0.6019 5.8041
C 0.8875 0.0248 4.6950
C 6.7844 0.0293 2.6758
C 7.0274 1.3578 3.4284
C 7.8232 -0.0105 1.5430
C 7.1332 -1.0880 3.7099
C -1.5939 0.8374 2.2621
C -2.1983 -0.4778 2.7110
C -2.9297 -0.4158 3.8889
C -3.4701 -1.5415 4.4888
C -3.2773 -2.7528 3.8340
C -2.5564 -2.8747 2.6531
C -1.9656 -1.7179 2.0879
O -1.2412 -1.7952 0.9756
C -2.4119 -4.2400 1.9623
C -0.9303 -4.6420 1.8498
C -3.0281 -4.1665 0.5533
C -3.1353 -5.3531 2.7247
C -4.2225 -1.4122 5.8105
C -4.7694 -2.7552 6.2990
C -3.2651 -0.8677 6.8827
C -5.4058 -0.4465 5.6427
C 0.4101 -3.0000 -1.9894
O 0.9081 -2.2155 -1.0385
C 1.0813 -4.1445 -2.5097
C 0.3652 -5.0199 -3.3139
C 2.5292 -4.5397 -2.1839
C 3.1823 -5.3002 -3.3547
C 2.5001 -5.4630 -0.9568
C 3.4234 -3.3231 -1.9200
H -1.3836 -7.0173 -6.3817
H 0.1192 -6.6979 -5.5149
H -0.6603 -5.3998 -6.4264
H -3.5290 -6.2013 -5.5888
H -2.9577 -4.5314 -5.6765
H -3.6810 -5.1500 -4.1778
H -2.4219 -7.8805 -4.1881
H -2.3856 -6.8436 -2.7481
H -0.8874 -7.5360 -3.3756
H -2.4836 -3.3154 -3.7577
H -2.3888 -1.7522 -1.4281
H -2.2285 -1.2182 -3.1019
H -2.9691 0.4373 -2.0215
H -1.7910 1.6987 -1.8487
H -2.9270 -0.0971 0.3229
H -3.1431 1.6518 0.1531
H -0.0822 2.5674 1.5705
H -1.4363 3.1026 0.5727
H 0.9451 3.2775 -0.4202
H -0.2126 2.4888 -1.4594
H 2.0508 -0.1427 -1.8263
H 1.8427 1.4877 -2.4834
H 0.3550 -0.5795 -3.2762
H -0.3180 1.0380 -3.2396
H 2.1101 2.2006 1.0270
H 3.0117 2.0538 -0.4703
H 6.1015 2.2975 1.3971
H 4.9877 -0.1044 4.4048
H 3.5348 -2.0743 5.4082
H 2.0300 -2.4879 4.5713
H 1.9774 -1.8962 6.2415
H 4.0107 0.2826 6.0978
H 2.3957 0.6275 6.7061
H 3.0742 1.6142 5.4003
H 0.3405 -0.6346 4.0294
H 0.7826 1.0532 4.3420
H 0.4433 -0.0394 5.6909
H 7.0970 2.2234 2.7746
H 7.9833 1.2763 3.9489
H 6.2574 1.5636 4.1698
H 7.6806 0.7993 0.8269
H 7.8106 -0.9585 0.9975
H 8.8151 0.1042 1.9831
H 7.3469 -0.6536 4.6863
H 8.0224 -1.6411 3.4030
H 6.3297 -1.8036 3.8523
H -2.2900 1.6381 2.5560
H -0.6700 0.9831 2.8205
H -3.0609 0.5577 4.3507
H -3.7024 -3.6437 4.2698
H -0.3802 -3.9112 1.2631
H -0.8413 -5.6130 1.3553
H -0.4775 -4.7126 2.8422
H -2.4556 -3.4843 -0.0708
H -4.0628 -3.8200 0.6064
H -3.0167 -5.1515 0.0795
H -2.7307 -5.4787 3.7312
H -3.0044 -6.2962 2.1914
H -4.2066 -5.1551 2.7949
H -3.9620 -3.4687 6.4747
H -5.4681 -3.1837 5.5777
H -5.3019 -2.6107 7.2405
H -2.4210 -1.5476 7.0143
H -3.7836 -0.7670 7.8394
H -2.8702 0.1096 6.6024
H -6.0782 -0.8043 4.8608
H -5.0680 0.5530 5.3672
H -5.9685 -0.3686 6.5760
H 0.8529 -5.9360 -3.6172
H 2.8351 -6.3310 -3.4303
H 4.2631 -5.3346 -3.2026
H 2.9849 -4.7982 -4.3035
H 1.9884 -6.3945 -1.2077
H 1.9616 -4.9885 -0.1387
H 3.5143 -5.6995 -0.6209
H 3.5127 -2.7185 -2.8276
H 4.4234 -3.6650 -1.6318
H 3.0195 -2.7027 -1.1318
C 5.7146 3.2515 -2.3147
O 5.6749 2.5503 -1.0959
C 4.8670 3.1005 -0.0771
C 4.1324 4.2349 -0.1973
C 3.3541 4.7320 0.8731
C 3.4792 4.0945 2.1167
C 4.2549 2.9849 2.3096
C 5.0160 2.3145 1.1964
N 5.3684 0.2067 -0.0841
C 5.4725 -1.0625 0.0286
C 4.9756 -1.5157 1.3730
C 5.6117 -2.8176 1.7481
C 4.9144 -3.9110 2.0501
C 3.4660 -3.9405 1.9758
C 2.7917 -2.9124 1.4597
C 3.4162 -1.5993 1.2521
O 3.0648 -0.8176 0.0696
H 6.1493 4.2467 -2.1829
H 4.7165 3.3572 -2.7533
H 6.3405 2.6692 -2.9899
H 4.1169 4.7745 -1.1380
H 2.7592 5.6266 0.7525
H 2.9547 4.5128 2.9711
H 4.3482 2.5501 3.2939
H 5.5644 0.7769 -0.9110
H 5.8797 -1.6879 -0.7555
H 6.6896 -2.8758 1.6639
H 5.4373 -4.8278 2.2937
H 2.9467 -4.8469 2.2594
H 1.7222 -2.9524 1.3244
```

Values from the calculation:
Total charge: 0
Kohn-Sham gap: 4.5 eV
Maximum force: 2.56 eV/A
Electronic energy: -3887.3923 Ha


(2)
15 unconnected molecules or ions with the total composition C66H131B5F20N17 at a distorted geometry. Source: the OMol25 dataset; level of theory: ωB97M-V/def2-TZVPD.

```
239
C66H131B5F20N17 ωB97M-V/def2-TZVPD
C -8.8546 -2.1518 3.2417
C -8.1208 -2.2490 1.8315
N -7.8696 -0.9622 1.2267
C -8.7606 -0.3349 0.4396
C -8.1683 0.8243 -0.0369
N -6.9877 0.9144 0.5577
C -6.7617 -0.1780 1.3415
C -5.9354 1.8565 0.2361
H -9.7578 -1.5483 3.1514
H -8.1877 -1.8820 4.0607
H -9.1291 -3.1840 3.4592
H -8.7305 -2.9040 1.2092
H -7.1393 -2.7122 1.9325
H -9.7312 -0.7940 0.3235
H -8.3969 1.7061 -0.6169
H -5.8480 -0.3993 1.8730
H -6.1340 2.7928 0.7577
H -5.8692 1.9873 -0.8440
H -4.9621 1.4893 0.5614
C 2.2857 5.9762 1.3877
C 2.4492 7.0424 0.2943
N 1.5870 6.8738 -0.9432
C 1.4144 7.8430 -1.9310
C 0.8659 7.1986 -3.0618
N 0.5305 5.9032 -2.7027
C 1.0755 5.7206 -1.4560
C -0.2728 4.9317 -3.3715
H 2.8968 6.0830 2.2838
H 2.4171 4.9740 0.9799
H 1.3107 6.1502 1.8430
H 3.4641 7.1657 -0.0836
H 2.1150 8.0161 0.6526
H 1.8328 8.8377 -1.8877
H 0.6284 7.4987 -4.0717
H 1.1054 4.8434 -0.8268
H -0.3180 3.9709 -2.8588
H 0.1595 4.6416 -4.3292
H -1.2859 5.3048 -3.5218
C -3.0626 -4.4855 -5.4202
C -3.7704 -5.4255 -4.3774
N -2.8719 -5.5943 -3.1951
C -3.2934 -5.5830 -1.8577
C -2.1414 -5.8043 -0.9713
N -1.1079 -6.1596 -1.8762
C -1.5681 -6.0607 -3.1991
C 0.2319 -6.5717 -1.4717
H -2.0546 -4.8875 -5.5212
H -2.9022 -3.4232 -5.2358
H -3.7499 -4.4732 -6.2661
H -4.1524 -6.4117 -4.6414
H -4.6476 -4.8398 -4.1027
H -4.3345 -5.3559 -1.6822
H -2.0718 -5.6071 0.0882
H -1.1084 -6.2929 -4.1484
H 0.7002 -5.7178 -0.9822
H 0.8353 -6.9375 -2.3025
H 0.2334 -7.2714 -0.6360
C 6.4806 4.2096 0.0052
C 7.0749 4.1872 -1.4054
N 6.6148 5.3155 -2.2023
C 5.3385 5.4004 -2.7223
C 5.2938 6.5456 -3.4909
N 6.5506 7.1562 -3.4769
C 7.3895 6.3542 -2.6837
C 6.9322 8.4842 -4.0145
H 5.4076 4.3997 0.0298
H 7.0930 4.9170 0.5644
H 6.7182 3.3560 0.6401
H 6.7227 3.3837 -2.0523
H 8.1569 4.0922 -1.3150
H 4.5851 4.6596 -2.4984
H 4.4852 7.0486 -4.0003
H 8.3794 6.5894 -2.3216
H 6.2425 9.1930 -3.5562
H 6.8715 8.4759 -5.1028
H 7.9563 8.6868 -3.7012
C -8.4025 4.3811 -5.0969
C -8.2120 2.9118 -4.7832
N -6.7676 2.5691 -4.8878
C -6.1355 1.9103 -5.9072
C -4.9141 1.4237 -5.4841
N -4.7323 1.9537 -4.1893
C -5.8562 2.7600 -3.8685
C -3.5893 1.6391 -3.3565
H -8.0027 4.9559 -4.2615
H -9.4537 4.6480 -4.9878
H -7.9846 4.7117 -6.0478
H -8.7521 2.4659 -5.6184
H -8.6552 2.5630 -3.8505
H -6.8188 1.8314 -6.7399
H -4.1810 0.7916 -5.9630
H -6.0552 3.2202 -2.9120
H -3.4363 0.5612 -3.4090
H -3.7718 1.9396 -2.3247
H -2.6657 2.0420 -3.7722
C -0.5885 -0.6055 -2.0192
C -1.0242 -1.6636 -3.0304
N 0.0955 -2.4749 -3.5217
C 0.2657 -2.9038 -4.8654
C 1.3618 -3.7730 -4.9182
N 1.8725 -3.8944 -3.6153
C 1.0488 -3.1350 -2.7975
C 3.0040 -4.7355 -3.2779
H 0.2231 0.0602 -2.3130
H -0.1695 -0.9635 -1.0788
H -1.4838 -0.0577 -1.7251
H -1.5198 -1.2489 -3.9082
H -1.7200 -2.3730 -2.5823
H -0.4659 -2.6515 -5.6187
H 1.8207 -4.2794 -5.7546
H 1.1759 -3.0422 -1.7290
H 2.8042 -5.7879 -3.4793
H 3.2029 -4.7214 -2.2063
H 3.9002 -4.3599 -3.7717
C 0.3983 2.2395 1.9041
C -0.0050 0.9645 1.2032
N -0.9164 0.1458 2.0674
C -2.1502 0.6218 2.6032
C -2.7318 -0.4198 3.3091
N -1.8916 -1.5302 3.2164
C -0.8596 -1.1935 2.3132
C -2.0523 -2.8179 3.8647
H 1.0884 2.7970 1.2708
H 1.2115 2.0637 2.6083
H -0.3725 2.9234 2.2596
H 0.7916 0.3645 0.7633
H -0.6169 1.1608 0.3228
H -2.3939 1.6614 2.4410
H -3.6484 -0.3884 3.8793
H -0.1215 -1.8688 1.9065
H -2.2999 -2.6315 4.9097
H -1.1782 -3.4496 3.7061
H -2.9367 -3.3380 3.4969
C 4.7439 0.5586 2.2763
C 4.5749 -0.5457 1.2501
C 5.6997 -0.4144 0.1544
N 5.6903 -1.4304 -1.0495
C 5.7896 -2.8199 -0.4271
C 6.6725 -1.2239 -2.1691
C 6.0565 -1.8865 -3.4194
C 4.6586 -1.2801 -3.3711
C 4.3266 -1.2820 -1.8686
H 4.8294 1.5273 1.7841
H 5.6181 0.3198 2.8819
H 3.8423 0.6393 2.8836
H 3.6353 -0.4024 0.7164
H 4.5321 -1.4825 1.8057
H 6.6953 -0.4542 0.5962
H 5.6312 0.5406 -0.3664
H 5.6578 -3.5500 -1.2257
H 4.8835 -2.9047 0.1728
H 6.6589 -2.9885 0.2084
H 7.6171 -1.6585 -1.8421
H 7.0234 -0.1942 -2.2382
H 6.0558 -2.9668 -3.2743
H 6.4647 -1.5828 -4.3834
H 3.8826 -1.8095 -3.9241
H 4.7139 -0.2256 -3.6415
H 3.5674 -2.0322 -1.6473
H 3.9210 -0.3223 -1.5482
C 2.4678 -7.1792 2.6770
C 3.8910 -7.5857 2.5609
C 4.1179 -8.7097 1.6074
N 5.6351 -9.1325 1.4897
C 5.7584 -10.3676 0.5174
C 6.3382 -9.3577 2.7958
C 7.2058 -8.1442 3.0621
C 7.7761 -7.7528 1.7447
C 6.5798 -8.0900 0.9029
H 1.9317 -6.8957 1.7713
H 2.4113 -6.3564 3.3897
H 1.8917 -8.0040 3.0964
H 4.1644 -7.8503 3.5823
H 4.4056 -6.7149 2.1546
H 3.8194 -8.4266 0.5980
H 3.5382 -9.5182 2.0527
H 5.4262 -10.0938 -0.4840
H 5.2979 -11.2937 0.8617
H 6.8019 -10.6095 0.3158
H 6.8992 -10.2628 2.5632
H 5.6166 -9.7008 3.5372
H 7.8645 -8.5867 3.8093
H 6.6046 -7.3499 3.5047
H 8.6162 -8.4112 1.5238
H 7.9928 -6.6965 1.5854
H 6.7876 -8.2543 -0.1545
H 5.9646 -7.1910 0.8661
C -3.3506 2.9174 8.5161
C -2.7502 3.8581 7.3797
C -3.8530 4.6445 6.6872
N -3.3459 5.6242 5.5956
C -2.3967 6.6297 6.2572
C -4.5289 6.2628 4.8740
C -4.0258 6.6115 3.4586
C -3.1151 5.4758 3.0910
C -2.6732 4.8658 4.4132
H -4.2490 2.4206 8.1499
H -3.5613 3.4820 9.4243
H -2.5991 2.1780 8.7929
H -2.2237 3.1111 6.7858
H -1.9078 4.4284 7.7711
H -4.4491 5.2731 7.3487
H -4.7031 4.0539 6.3457
H -1.5140 6.0593 6.5465
H -2.8719 7.2336 7.0302
H -2.0462 7.3168 5.4870
H -4.9027 7.1280 5.4216
H -5.3830 5.6046 4.7147
H -3.3556 7.4700 3.4147
H -4.8412 6.7628 2.7512
H -2.3179 5.8775 2.4655
H -3.6069 4.7651 2.4268
H -1.5899 4.9267 4.5178
H -2.9175 3.8118 4.5448
B -4.3428 -2.9202 0.7349
F -5.4217 -3.8313 0.4601
F -4.2415 -2.0212 -0.2533
F -4.6585 -2.3940 1.9494
F -3.2041 -3.6731 0.8783
B -5.5986 1.6865 4.5215
F -5.4571 2.5007 3.4447
F -4.4812 1.4024 5.2270
F -6.3947 2.3088 5.4479
F -6.2633 0.5227 4.1188
B -2.5366 3.7836 -0.5310
F -3.7183 3.9707 -1.1723
F -2.8062 3.4623 0.7919
F -1.7624 2.7751 -1.1268
F -1.8526 5.0147 -0.5387
B 3.1904 2.4785 -2.1019
F 2.3423 1.4641 -1.7387
F 4.4434 2.0591 -2.4044
F 2.5378 3.0791 -3.2037
F 3.2432 3.4798 -1.1126
B 1.9792 -3.2580 0.7377
F 1.7450 -1.9964 0.3042
F 2.3923 -3.2208 1.9991
F 0.7404 -3.9638 0.7672
F 2.8519 -3.8673 -0.0481
```

Values from the calculation:
Total charge: +5
Kohn-Sham gap: 8.1 eV
Maximum force: 5.47 eV/A
Electronic energy: -5645.3159 Ha


Q: Which E_LUMO values were calculated for the entries above? A: -0.35; -8.44, in eV.